A single C3H7N3O molecule, computed with ωB97M-V/def2-TZVPD.

Properties
- M: 101.11 g/mol
- Energy relative to the best compared isomer or geometry (same formula, charge and spin): 609.2 kJ/mol
- HOMO energy: -9.3 eV
- Total charge: 0
- Kohn-Sham gap: 10.4 eV

Each line ends with the Löwdin charge.
Geometry (Å):
C -0.62 1.07 -1.20  0.05
C 0.20 0.67 -0.26  -0.35
C 1.12 1.55 0.53  -0.04
O 0.70 -0.71 -0.15  -0.09
N -0.31 -1.61 -0.47  -0.14
N -0.30 -2.70 0.45  0.01
N -1.22 -1.61 0.64  0.00
H -1.31 0.40 -1.69  0.06
H -0.67 2.11 -1.48  0.06
H 0.98 2.59 0.24  0.08
H 0.95 1.41 1.60  0.08
H 2.16 1.30 0.33  0.08
H 0.47 -2.59 1.12  0.10
H -2.16 -1.89 0.35  0.10